(1)
46
Properties=species:S:1:pos:R:3:forces:R:3:lowdin_charge:R:1 method="wB97M-V/def2-TZVPD" e_tot_ha=-1130.43086 gap_ev=7.82 smiles="CCC[C@]1(CC)Oc2ccc(N[C@@H]3OC(=O)c4ccccc43)cc2O1" de_lowest_kcal_mol=61.6 homo_ev=-7.45 total_charge=0
C -5.560479 -2.207137 2.762704 0.0 -0.4 -0.5 -0.12
C -5.074634 -1.197397 1.736593 0.0 0.2 0.9 -0.26
C -3.707899 -0.691264 2.222461 -0.1 0.2 -2.0 -0.09
C -2.862582 -0.125476 1.034246 -1.2 1.1 1.1 -0.41
C -3.476321 0.988145 0.134820 -1.0 0.0 -0.1 -0.11
C -4.316236 0.453501 -1.068247 0.6 -0.2 0.0 -0.08
O -2.375499 -1.185571 0.204868 -0.4 -0.2 0.3 0.05
C -1.020899 -1.021078 0.181533 1.7 -0.8 -0.7 -0.19
C -0.011354 -1.724521 -0.516495 -1.2 0.9 0.2 0.02
C 1.313314 -1.282009 -0.427306 0.3 0.5 0.9 -0.05
C 1.644296 -0.251670 0.480596 -0.5 0.2 0.3 -0.25
N 2.922332 0.210201 0.731211 0.5 -1.6 -1.2 0.10
C 4.096534 -0.172168 -0.036672 -2.1 0.7 0.8 -0.24
O 5.171828 0.149597 0.824795 0.0 -0.6 0.1 0.12
C 5.970984 0.991069 0.187953 3.0 2.1 -0.1 -0.44
O 6.973765 1.494346 0.650919 -0.9 -0.8 0.2 0.13
C 5.469803 1.266564 -1.154469 0.2 0.3 -1.5 -0.09
C 6.029520 1.992868 -2.224746 -0.7 0.0 1.2 0.02
C 5.289884 2.101688 -3.381969 0.5 -0.5 0.4 -0.07
C 4.088014 1.417786 -3.508977 -1.5 -0.3 -1.0 -0.07
C 3.533400 0.663069 -2.485679 1.5 0.4 1.1 0.01
C 4.293316 0.607374 -1.295833 -0.7 -0.2 -0.8 -0.09
C 0.639910 0.363482 1.247552 -0.8 -0.2 -0.5 0.07
C -0.681156 -0.013149 1.052175 2.4 0.3 0.1 -0.24
O -1.730334 0.510713 1.690138 -0.4 -0.5 -0.3 0.06
H -6.478641 -2.629511 2.393666 -0.5 -0.4 0.1 0.06
H -5.761047 -1.730029 3.708102 0.0 0.0 0.5 0.07
H -4.825949 -3.030008 2.885572 -0.4 0.5 0.0 0.09
H -4.965419 -1.714036 0.799057 0.1 -0.1 -0.5 0.10
H -5.838556 -0.380805 1.606701 0.9 -0.6 0.1 0.13
H -3.113814 -1.519700 2.638383 -0.2 0.3 -0.1 0.13
H -3.867435 0.058399 2.994089 0.3 0.2 -0.1 0.13
H -4.127031 1.654202 0.759840 0.6 -0.6 -0.3 0.13
H -2.644327 1.626973 -0.214654 -0.3 -0.4 0.0 0.12
H -3.723581 -0.237560 -1.699435 -0.2 0.4 0.4 0.08
H -5.204886 -0.083963 -0.747974 0.0 -0.1 0.2 0.05
H -4.694485 1.243522 -1.718950 0.3 0.2 0.2 0.07
H -0.260553 -2.548720 -1.170435 -0.1 0.0 0.0 0.11
H 2.115182 -1.761115 -0.981587 -0.3 -0.1 0.0 0.10
H 3.049255 1.012764 1.291798 0.0 0.7 0.4 0.13
H 4.097403 -1.217754 -0.258235 -0.1 -0.9 0.2 0.16
H 6.956829 2.491623 -2.052047 0.5 0.3 -0.2 0.12
H 5.676487 2.646239 -4.215765 0.1 0.3 -0.4 0.10
H 3.540671 1.463855 -4.478659 0.5 0.1 0.9 0.12
H 2.600497 0.152447 -2.520086 -0.6 -0.2 -0.4 0.10
H 0.849891 1.164214 1.938449 0.2 0.1 0.1 0.12



(2)
44
Properties=species:S:1:pos:R:3:forces:R:3:lowdin_charge:R:1 method="wB97M-V/def2-TZVPD" e_tot_ha=-963.33668 gap_ev="3.71 / 7.11" homo_ev="-4.16 / -7.55" total_charge=0
C 0.455505 -1.494086 2.822511 0.1 -0.7 0.2 -0.23
C -0.792312 -2.004912 2.405391 0.2 -0.2 0.6 -0.19
C -0.628596 -2.645932 1.160414 0.7 0.3 -0.5 -0.17
H -1.685490 -2.042056 3.014918 0.0 0.1 0.0 0.10
C 0.724100 -2.429354 0.746414 0.0 -0.8 0.3 -0.20
C 1.401420 -1.724448 1.791518 -0.3 -0.4 0.2 -0.20
H 2.454794 -1.449141 1.874389 -0.4 -0.2 -0.3 0.12
H 0.680426 -1.140765 3.828701 -0.2 0.1 -0.6 0.08
H -1.384801 -3.288497 0.702047 0.4 0.5 -0.2 0.11
H 1.191303 -2.860654 -0.136095 -0.2 0.3 0.1 0.11
C -0.826853 2.505036 1.725356 0.4 -0.1 -0.5 -0.17
C -0.624565 1.556607 2.765183 0.4 0.7 0.5 -0.23
C 0.763722 1.282865 2.848513 0.0 0.3 -0.1 -0.23
H -1.360881 1.192725 3.462173 -0.1 0.2 0.0 0.07
C 1.392455 1.876255 1.725461 0.0 0.5 0.5 -0.20
C 0.415956 2.681701 1.056835 0.0 0.0 0.0 -0.17
H 0.640279 3.411060 0.267140 -0.3 -0.6 0.3 0.11
H -1.725533 3.111068 1.577215 0.3 -0.6 -0.2 0.11
H 1.274220 0.816611 3.695298 -0.3 0.0 -0.7 0.10
H 2.468737 1.850431 1.551718 -0.4 0.1 -0.1 0.11
Y -0.134575 -0.020443 0.761073 0.0 0.5 -0.7 1.60
O 0.051949 -0.207317 -1.512023 -0.8 2.1 4.6 -0.36
C -1.171788 -0.618598 -2.203351 2.1 -0.3 -0.1 -0.20
C -0.002892 -0.959135 -3.044152 -1.4 -1.1 -4.5 -0.16
H -1.698147 -1.454206 -1.733484 -0.1 0.1 0.1 0.10
H -1.805543 0.218191 -2.517421 0.1 -0.4 0.1 0.10
H 0.418188 -1.968036 -2.981252 -0.3 0.4 0.0 0.12
H 1.160817 -1.857145 -5.293798 -0.3 0.4 -0.1 0.10
C 0.774244 -0.835497 -5.409624 0.4 0.5 -0.5 -0.07
C 0.233092 -0.182781 -4.258693 -0.5 -1.0 0.5 -0.23
C -0.259539 1.143744 -4.407568 0.2 0.4 -0.7 -0.07
H -0.703961 1.670428 -3.546249 0.4 -0.3 -0.5 0.10
C -0.155987 1.794067 -5.652501 0.1 -0.3 0.3 -0.11
H -0.479953 2.843158 -5.727759 0.1 -0.6 0.0 0.09
C 0.375985 1.138471 -6.783652 -0.1 0.2 0.2 -0.13
H 0.470292 1.674017 -7.743753 -0.1 -0.4 0.6 0.09
C 0.812400 -0.198779 -6.657279 0.1 0.0 0.7 -0.12
H 1.202593 -0.724176 -7.538421 -0.1 0.2 0.5 0.09
C -0.249275 -0.084620 6.460952 0.7 0.2 1.0 -0.06
C -1.316958 -0.191579 5.490088 0.8 -0.5 -2.1 -0.27
O -2.477376 -0.226065 5.383310 -1.3 0.1 0.9 0.11
H 0.676742 0.142239 5.928255 0.0 0.0 0.1 0.06
H -0.088616 -1.055481 6.965904 -0.3 0.5 0.0 0.11
H -0.465597 0.755032 7.136312 0.1 -0.4 0.3 0.10



(3)
61
Properties=species:S:1:pos:R:3:forces:R:3:lowdin_charge:R:1 method="wB97M-V/def2-TZVPD" e_tot_ha=-5932.22518 gap_ev=5.64 de_lowest_kcal_mol=19.9 homo_ev=-1.41 total_charge=-2
K -0.116560 0.950656 -1.263274 0.1 0.4 0.7 0.86
C -0.634908 0.451791 3.736882 0.0 0.0 0.0 -0.13
N -0.649224 0.463558 2.297382 -0.1 0.0 -0.1 -0.26
C -0.984414 -0.842112 1.757420 0.0 0.1 0.0 -0.10
C -1.465221 1.553653 1.761314 0.3 0.1 0.0 -0.20
C -0.647050 2.843973 1.658857 0.2 -0.1 -0.2 -0.23
N 0.296915 2.685540 0.566890 0.2 0.5 0.4 -0.04
C 1.466936 3.277728 0.557532 -0.1 -0.2 0.0 -0.27
C 2.403043 2.932946 -0.487953 -0.1 0.1 0.2 -0.19
F 1.975221 2.063927 -1.446198 0.8 0.4 0.0 -0.04
C 3.693169 3.369201 -0.536428 -0.1 0.1 0.0 -0.26
F 4.495893 2.920489 -1.530629 0.1 0.0 -0.1 0.05
C 4.224120 4.258019 0.395688 0.1 0.0 0.0 -0.01
C 3.333424 4.676154 1.369491 0.0 0.0 0.0 -0.26
F 3.757591 5.576475 2.295919 0.1 0.1 0.0 0.04
C 2.032200 4.244425 1.453953 0.0 0.0 -0.1 -0.17
F 1.254208 4.795916 2.431542 0.0 0.0 0.1 0.03
H -1.604718 0.125398 4.163439 0.0 0.0 0.0 0.08
H -0.413084 1.448786 4.124226 0.0 0.0 0.0 0.07
H 0.142928 -0.227196 4.099487 0.0 0.0 0.0 0.07
H -2.010656 -1.165578 1.994276 0.0 0.0 0.0 0.06
H -0.288376 -1.587434 2.156924 0.0 0.0 0.0 0.08
H -0.862156 -0.838067 0.672647 -0.1 -0.1 0.1 0.05
H -2.366932 1.718355 2.376489 0.0 -0.1 0.0 0.12
H -1.803738 1.291603 0.754015 -0.1 0.0 0.2 0.08
H -0.160899 3.026138 2.623115 0.0 0.0 0.0 0.09
H -1.329890 3.689472 1.483241 0.0 0.0 0.0 0.11
H 5.253446 4.583975 0.368511 -0.1 0.0 0.0 0.10
O -1.852625 3.429826 -2.741685 -0.1 -0.4 -0.1 -0.33
Cl -2.192808 2.052137 -2.994086 -0.6 0.3 -0.5 0.64
O -3.284569 1.951125 -3.942026 0.4 0.0 0.3 -0.35
O -2.588155 1.410489 -1.738041 -0.2 0.3 -0.5 -0.44
O -1.028827 1.347108 -3.515804 -0.6 0.4 -0.5 -0.44
Br 3.180591 0.865436 2.318653 0.0 0.0 0.0 0.81
C 2.872856 -0.853631 1.555153 -0.1 0.0 -0.2 -0.72
C 3.404738 -1.958418 2.204822 0.0 -0.1 0.0 -0.14
C 3.181371 -3.197658 1.626467 0.0 0.0 0.1 -0.08
C 2.445424 -3.277827 0.457139 0.0 0.0 0.0 -0.02
C 1.934525 -2.109546 -0.094716 0.1 0.2 0.2 -0.16
N 2.163986 -0.900640 0.449247 -0.1 -0.3 0.0 0.13
C 1.012965 -2.212650 -1.319855 -0.3 0.0 0.0 -0.63
O 1.144235 -3.240937 -2.014810 0.0 0.2 0.1 -0.04
O 0.182212 -1.280035 -1.436634 0.5 -1.9 -0.3 -0.19
H 3.969547 -1.838882 3.118648 0.0 0.0 0.0 0.08
H 3.579201 -4.092360 2.093328 0.0 0.0 0.0 0.10
H 2.238851 -4.212140 -0.046731 0.0 0.0 0.0 0.11
C -2.051496 -4.316248 -1.246734 0.0 0.1 -0.1 -0.06
N -2.675211 -3.224704 -1.961660 0.0 0.0 0.1 -0.15
C -2.070759 -2.762393 -3.214855 -0.1 0.0 0.1 -0.11
C -2.870952 -1.495049 -3.525501 -0.1 -0.1 0.2 -0.13
N -3.636205 -1.277996 -2.294931 0.1 -0.1 0.0 0.03
C -3.462077 -2.279678 -1.397844 0.1 0.0 -0.1 -0.84
S -4.156257 -2.322433 0.140762 0.1 0.0 -0.3 0.51
H -0.964752 -4.200282 -1.297107 0.0 0.0 0.0 0.07
H -2.325734 -5.279762 -1.688356 0.0 0.0 0.0 0.08
H -2.386293 -4.293768 -0.213675 0.0 0.0 0.0 0.04
H -2.182369 -3.522454 -3.989913 0.0 -0.1 0.0 0.11
H -1.009878 -2.564566 -3.055659 0.0 0.0 0.0 0.09
H -3.564950 -1.640161 -4.354045 0.0 0.0 -0.1 0.11
H -2.228018 -0.652902 -3.756886 0.0 0.1 0.1 0.09
H -3.769845 -0.336781 -1.957421 -0.1 0.0 0.1 0.09